ORCA calculation (the ωB97M-V functional and the def2-TZVPD basis) on a gas-phase ion, C5H8N (charge +1) in a non-equilibrium geometry.

Structure (XYZ):
```
14
Properties=species:S:1:pos:R:3:mulliken_charge:R:1
C 1.2070 1.0593 0.8253 0.326
C -0.4018 0.0356 -0.8477 -0.368
C -0.4673 -1.5103 -0.6609 -0.176
C 2.0575 1.7839 1.7772 -0.780
C -1.7745 -2.0022 -1.1587 -0.862
N 0.4515 0.5044 0.1663 0.256
H -0.0477 0.2883 -1.7859 0.388
H -1.4361 0.4675 -0.5574 0.317
H 1.5490 2.7159 2.0734 0.321
H 2.9180 1.9340 1.1823 0.300
H 2.1365 1.0681 2.6694 0.315
H -1.6123 -3.0762 -1.2459 0.289
H -1.9910 -1.3440 -2.0567 0.333
H -2.5888 -1.9243 -0.3806 0.339
```

Calculated values
strongest force on any atom = 5.0 eV/A
2S+1 = 1
total charge = +1
LUMO (spin up / spin down) = -4.6 / -4.6 eV
Kohn-Sham gap (spin up / spin down) = 8.38 / 8.38 eV
ΔE to the lowest compared entry with this formula, charge and spin = 5.419 eV

=====

ORCA calculation (the ωB97M-V functional and the def2-TZVPD basis) on a gas-phase ion, C5H8N (charge +1) in a non-equilibrium geometry.

Structure (XYZ):
```
14
Properties=species:S:1:pos:R:3:mulliken_charge:R:1
C -0.5474 -1.4371 0.4442 0.672
C 0.6594 2.2444 -0.2060 -0.694
C 1.5992 1.1893 -0.7210 -0.545
C 0.2410 0.7319 -0.4700 0.200
C -1.5199 -2.4518 0.8059 -0.913
N 0.0794 -0.3930 0.2906 -0.119
H 0.7210 2.5380 0.7552 0.289
H 0.1071 3.0218 -0.6688 0.272
H 1.8149 1.1743 -1.7353 0.232
H 2.3917 0.8573 -0.1351 0.310
H -0.3619 0.7752 -1.4112 0.343
H -1.0395 -3.4798 0.7931 0.318
H -2.4796 -2.5004 0.3566 0.341
H -1.6654 -2.2701 1.9020 0.295
```

Calculated values
strongest force on any atom = 9.4 eV/A
2S+1 = 1
total charge = +1
SMILES = CC#[N+]C1CC1
LUMO = -5.1 eV
Kohn-Sham gap = 9.65 eV
ΔE to the lowest compared entry with this formula, charge and spin = 3.651 eV

=====

ORCA calculation (the ωB97M-V functional and the def2-TZVPD basis) on a gas-phase ion, C5H8N (charge +1) in a non-equilibrium geometry.

Structure (XYZ):
```
14
Properties=species:S:1:pos:R:3:mulliken_charge:R:1
C -1.2426 0.3668 -0.0471 0.087
C 1.3792 0.7922 0.8106 -0.202
C -2.5182 0.3578 0.2129 -0.742
C -0.3113 -0.9197 -0.0997 -0.562
C 1.5784 0.4156 -0.4348 -0.056
N 0.9651 -0.7052 0.3385 -0.087
H -3.2765 1.0486 0.6430 0.281
H -2.8998 -0.5738 0.2036 0.291
H -0.7616 -1.6592 0.6122 0.385
H -0.1934 -1.5205 -0.9744 0.371
H -0.5956 1.3680 0.1746 0.186
H 1.2767 1.4149 1.7156 0.367
H 1.4822 0.7246 -1.4567 0.321
H 1.7084 -1.2732 0.7642 0.361
```

Calculated values
strongest force on any atom = 7.1 eV/A
2S+1 = 1
total charge = +1
SMILES = C=CC[NH+]1C=C1
LUMO = -4.6 eV
Kohn-Sham gap = 9.80 eV
ΔE to the lowest compared entry with this formula, charge and spin = 6.192 eV

=====

ORCA calculation (the ωB97M-V functional and the def2-TZVPD basis) on a gas-phase ion, C5H8N (charge +1) in a non-equilibrium geometry.

Structure (XYZ):
```
14
Properties=species:S:1:pos:R:3:mulliken_charge:R:1
C -0.5794 0.8530 -1.3518 -0.500
C -0.5454 1.1503 0.2436 -0.006
C -1.2281 -0.1325 -2.0191 -0.438
C 1.9496 -0.9545 1.1287 -0.730
C 0.7480 -0.6060 0.6388 -0.095
N -0.0321 0.4694 1.1274 0.061
H 0.3460 1.3850 -1.7221 0.342
H -1.1730 2.0150 0.4233 0.427
H -2.1413 -0.4591 -1.6454 0.327
H -0.6423 -0.5654 -2.9372 0.274
H 2.2545 -0.3676 2.0310 0.237
H 2.4948 -1.9375 0.9813 0.287
H 0.5317 -0.8698 -0.3286 0.484
H 0.2051 0.6548 2.1076 0.331
```

Calculated values
strongest force on any atom = 7.9 eV/A
2S+1 = 1
total charge = +1
SMILES = C=C/C=[NH+]\C=C
LUMO = -5.1 eV
Kohn-Sham gap = 9.43 eV
ΔE to the lowest compared entry with this formula, charge and spin = 4.175 eV

=====

ORCA calculation (the ωB97M-V functional and the def2-TZVPD basis) on a gas-phase ion, C5H8N (charge +1) in a non-equilibrium geometry.

Structure (XYZ):
```
14
Properties=species:S:1:pos:R:3:mulliken_charge:R:1
C -1.2090 -0.1143 0.4694 -0.428
C -0.3921 0.5789 -0.5655 0.496
C 0.0006 -0.7879 -0.6197 -0.236
C -0.1665 -1.1334 0.8598 -0.442
C -0.5124 1.6833 -1.5472 -1.171
N 0.9789 -0.5771 1.6651 -0.173
H -0.0808 -1.6233 -1.3742 0.284
H -0.3774 -2.1191 1.0914 0.559
H -0.4099 2.6166 -1.0748 0.334
H -1.3741 1.3138 -2.1019 0.312
H 0.2611 1.5568 -2.1777 0.409
H 1.6508 -1.3757 1.7473 0.359
H 0.5790 -0.3005 2.5162 0.310
H 1.0519 0.2819 1.1118 0.385
```

Calculated values
strongest force on any atom = 3.9 eV/A
2S+1 = 1
total charge = +1
SMILES = CC1=C2[C@@H]1[C@H]2[NH3+]
LUMO = -4.3 eV
Kohn-Sham gap = 8.85 eV
ΔE to the lowest compared entry with this formula, charge and spin = 5.515 eV

=====

ORCA calculation (the ωB97M-V functional and the def2-TZVPD basis) on a gas-phase ion, C5H8N (charge +1) in a non-equilibrium geometry.

Structure (XYZ):
```
14
Properties=species:S:1:pos:R:3:mulliken_charge:R:1
C -2.2435 -0.3508 -0.1102 0.044
C 1.6648 -0.0500 -0.1862 0.457
C -2.3031 0.4938 0.8752 -0.696
C -0.7525 -0.6628 -0.8425 -0.404
C 2.8957 0.5014 0.1613 -0.905
N 0.6084 -0.3695 -0.4787 0.154
H 3.3960 1.0713 -0.5846 0.339
H -1.5333 1.0834 1.2412 0.210
H -3.2070 0.7139 1.4949 0.239
H -0.8245 -1.7903 -0.8085 0.302
H -0.8193 -0.4694 -1.9730 0.343
H 2.6442 1.2169 1.0134 0.300
H -3.0372 -1.1012 -0.4204 0.300
H 3.5111 -0.2867 0.6180 0.314
```

Calculated values
strongest force on any atom = 4.4 eV/A
2S+1 = 1
total charge = +1
SMILES = C=CC[N+]#CC
LUMO = -3.8 eV
Kohn-Sham gap = 10.51 eV
ΔE to the lowest compared entry with this formula, charge and spin = 3.046 eV

=====

ORCA calculation (the ωB97M-V functional and the def2-TZVPD basis) on a gas-phase ion, C5H8N (charge +1) in a non-equilibrium geometry.

Structure (XYZ):
```
14
Properties=species:S:1:pos:R:3:mulliken_charge:R:1
C 1.6076 1.6851 -0.9288 -0.558
C -1.5150 0.9169 0.1368 -0.184
C 0.9254 -0.4812 0.4337 -0.447
C 1.8300 0.4918 -0.4269 -0.120
C -1.6014 -0.3959 -0.5009 -0.225
N -0.5692 -0.2463 0.6101 -0.022
H 1.0442 2.5248 -1.0894 0.417
H 1.0267 -1.5103 0.0160 0.346
H 1.4845 -0.3660 1.4194 0.337
H 2.8494 0.0134 -0.6896 0.283
H -2.5661 -1.0263 -0.2630 0.259
H -2.2226 1.2398 0.9743 0.266
H -1.0787 -0.7951 -1.3203 0.313
H -0.8846 -0.5922 1.5175 0.335
```

Calculated values
strongest force on any atom = 3.5 eV/A
2S+1 = 1
total charge = +1
LUMO (spin up / spin down) = -4.0 / -6.3 eV
Kohn-Sham gap (spin up / spin down) = 10.24 / 6.40 eV
ΔE to the lowest compared entry with this formula, charge and spin = 7.721 eV

=====

ORCA calculation (the ωB97M-V functional and the def2-TZVPD basis) on a molecular structure, C5H8N in a non-equilibrium geometry.

Structure (XYZ):
```
14
Properties=species:S:1:pos:R:3:mulliken_charge:R:1
C -2.1029 -0.2037 0.0242 0.940
C -3.3474 -0.3772 0.0196 -1.079
C 2.1115 -1.0398 -0.4454 -0.699
C 0.4237 -0.0114 0.0814 0.472
C 1.0809 1.2698 0.3362 -1.213
N -0.9371 0.0868 0.0931 -0.113
H -4.0598 0.2330 0.4550 0.294
H -3.9568 -1.1771 -0.3875 0.280
H 2.7656 -0.2257 -0.3919 0.360
H 2.1391 -1.7435 -1.3029 0.321
H 2.1092 -1.5997 0.4252 0.359
H 2.0529 1.3294 0.9247 0.353
H 0.3564 1.9713 0.8512 0.318
H 1.3646 1.4876 -0.6828 0.404
```

Calculated values
strongest force on any atom = 6.5 eV/A
2S+1 = 1
total charge = +1
LUMO = -5.3 eV
Kohn-Sham gap = 9.25 eV
ΔE to the lowest compared entry with this formula, charge and spin = 5.635 eV

=====

ORCA calculation (the ωB97M-V functional and the def2-TZVPD basis) on a gas-phase ion, C5H8N (charge +1) in a non-equilibrium geometry.

Structure (XYZ):
```
14
Properties=species:S:1:pos:R:3:mulliken_charge:R:1
C -2.9356 -0.0875 -0.2035 -0.314
C 1.8460 -1.2914 -0.4414 -0.663
C -0.5495 -0.3557 0.3710 -0.272
C 1.1782 -0.2547 -0.0577 0.600
C 1.4700 1.2326 0.0372 -0.906
N -1.7765 -0.3874 0.1230 -0.031
H -3.3221 0.9912 -0.1021 0.270
H -3.7512 -0.8426 -0.4572 0.282
H 2.8271 -1.4291 -0.6538 0.420
H 1.1754 -2.1747 -0.5339 0.240
H -0.3699 -0.4084 1.5225 0.391
H 1.0154 1.8456 -0.8496 0.285
H 2.4110 1.6933 0.3672 0.363
H 0.7817 1.4690 0.8784 0.333
```

Calculated values
strongest force on any atom = 8.1 eV/A
2S+1 = 3
total charge = +1
<S²> = 2.03
LUMO (spin up / spin down) = -4.5 / -9.3 eV
Kohn-Sham gap (spin up / spin down) = 6.59 / 5.83 eV
ΔE to the lowest compared entry with this formula, charge and spin = 5.587 eV

=====

ORCA calculation (the ωB97M-V functional and the def2-TZVPD basis) on a gas-phase ion, C5H8N (charge +1) in a non-equilibrium geometry.

Structure (XYZ):
```
14
Properties=species:S:1:pos:R:3:mulliken_charge:R:1
C 1.6315 -0.5042 0.2370 -0.540
C 2.6932 -1.1470 0.6764 -0.642
C -0.9997 -0.8275 0.7375 -0.222
C 0.3083 -0.0421 0.5887 0.454
C -0.8797 -0.0842 -0.5128 -0.478
N -1.5915 1.2527 -0.4797 -0.281
H 3.6774 -1.1652 0.1844 0.265
H 2.4939 -1.9177 1.4118 0.258
H -1.0812 -1.9257 0.6780 0.299
H 0.4322 0.8168 1.3973 0.327
H -0.6179 -0.5192 -1.5509 0.410
H -1.4529 1.3527 0.5537 0.410
H -2.6316 1.1729 -0.7791 0.370
H -0.9920 1.9533 -0.9925 0.369
```

Calculated values
strongest force on any atom = 2.6 eV/A
2S+1 = 3
total charge = +1
<S²> = 2.02
LUMO (spin up / spin down) = -3.7 / -6.1 eV
Kohn-Sham gap (spin up / spin down) = 8.04 / 7.55 eV
ΔE to the lowest compared entry with this formula, charge and spin = 3.772 eV

=====

ORCA calculation (the ωB97M-V functional and the def2-TZVPD basis) on C5H8N2 in the gas phase in a non-equilibrium geometry.

Structure (XYZ):
```
15
Properties=species:S:1:pos:R:3:mulliken_charge:R:1
C -0.1564 1.6273 -1.3333 -1.402
C -0.2782 0.2872 -0.6517 0.375
C 0.7208 -0.7885 -0.8469 -0.594
N 0.7195 0.0068 0.3741 -0.340
C 0.3493 -0.6995 1.5755 -0.280
C -0.9618 -0.3229 2.1625 0.111
N -1.8660 -1.0425 2.2331 -0.398
H 0.8995 1.8823 -1.4665 0.340
H -0.6236 2.4139 -0.7318 0.291
H -0.6401 1.6129 -2.3163 0.329
H -1.2992 -0.0497 -0.4569 0.492
H 0.3570 -1.8169 -0.7841 0.282
H 1.5862 -0.6458 -1.4878 0.256
H 0.0526 -1.7516 1.4090 0.177
H 1.1403 -0.7129 2.3211 0.359
```

Calculated values
strongest force on any atom = 2.3 eV/A
2S+1 = 1
SMILES = C[C@H]1CN1CC#N
LUMO = 0.3 eV
Kohn-Sham gap = 9.88 eV
ΔE to the lowest compared entry with this formula, charge and spin = 2.997 eV

=====

ORCA calculation (the ωB97M-V functional and the def2-TZVPD basis) on C5H8N2 in the gas phase in a non-equilibrium geometry.

Structure (XYZ):
```
15
Properties=species:S:1:pos:R:3:mulliken_charge:R:1
C 2.1741 0.2066 -0.0668 -0.901
N 0.7490 -0.0369 0.1381 0.152
C 0.2222 -1.2617 0.2093 -0.102
C -1.1854 -1.1046 0.0151 -0.772
C -1.5328 0.3530 0.2262 0.470
N -2.7562 0.7603 0.2587 -0.832
C -0.2129 0.9348 0.0301 -0.521
H 2.7472 -0.6390 0.3220 0.302
H 2.3908 0.3191 -1.1346 0.326
H 2.4753 1.1154 0.4566 0.328
H 0.8341 -2.1531 0.2871 0.403
H -1.8890 -1.9107 0.2301 0.392
H -1.2817 -0.4029 -1.0255 0.236
H -2.7809 1.7651 0.1076 0.191
H 0.0576 1.9744 -0.0445 0.325
```

Calculated values
strongest force on any atom = 2.4 eV/A
2S+1 = 1
LUMO = 0.7 eV
Kohn-Sham gap = 7.82 eV
ΔE to the lowest compared entry with this formula, charge and spin = 3.428 eV

=====

- 2S+1 of number 4 (C5H8N)?
  1

=====

- What is the formula in the third record?
  C5H8N

=====

Repeat the fourth record exactly.
ORCA calculation (the ωB97M-V functional and the def2-TZVPD basis) on a gas-phase ion, C5H8N (charge +1) in a non-equilibrium geometry.

Structure (XYZ):
```
14
Properties=species:S:1:pos:R:3:mulliken_charge:R:1
C -0.5794 0.8530 -1.3518 -0.500
C -0.5454 1.1503 0.2436 -0.006
C -1.2281 -0.1325 -2.0191 -0.438
C 1.9496 -0.9545 1.1287 -0.730
C 0.7480 -0.6060 0.6388 -0.095
N -0.0321 0.4694 1.1274 0.061
H 0.3460 1.3850 -1.7221 0.342
H -1.1730 2.0150 0.4233 0.427
H -2.1413 -0.4591 -1.6454 0.327
H -0.6423 -0.5654 -2.9372 0.274
H 2.2545 -0.3676 2.0310 0.237
H 2.4948 -1.9375 0.9813 0.287
H 0.5317 -0.8698 -0.3286 0.484
H 0.2051 0.6548 2.1076 0.331
```

Calculated values
strongest force on any atom = 7.9 eV/A
2S+1 = 1
total charge = +1
SMILES = C=C/C=[NH+]\C=C
LUMO = -5.1 eV
Kohn-Sham gap = 9.43 eV
ΔE to the lowest compared entry with this formula, charge and spin = 4.175 eV

=====

- Which of these has the lowest strongest force on any atom?
  number 11